8
Properties=species:S:1:pos:R:3 method="wB97M-V/def2-TZVPD" total_energy_ev=-22247.412 e_above_lowest_ev=1.597 smiles="F/C=P/C(F)(F)F" orbital_gap_ev=9.954
P 0.046 -1.088 0.537
F 2.453 -1.402 -0.290
F -2.320 -0.163 -0.227
F -0.743 1.205 -0.718
F -1.536 1.107 1.274
C -1.163 0.369 0.211
C 1.425 -0.493 -0.176
H 1.838 0.465 -0.612